Computed, not measured: C25H25FeNOSi as an isolated structure at a distorted geometry, with ωB97M-V/def2-TZVPD.

The geometry in XYZ format:
```
54
Properties=species:S:1:pos:R:3
C -1.25161 0.81212 -4.43926
C 0.13732 0.69860 -4.77849
C 0.87742 1.54176 -3.87924
C -0.04807 2.17587 -2.98261
C -1.37625 1.74810 -3.35892
Fe -0.37228 -0.31709 -2.45357
N -1.75951 -1.30934 -2.14205
C -0.75160 -2.43010 -2.47896
C 0.48807 -1.88070 -3.28099
H 1.95758 1.57433 -3.79549
H 0.55794 -0.04205 -5.44052
H 0.18588 2.84240 -2.16604
H -2.32465 2.08531 -2.90058
H -2.09336 0.29134 -4.92544
H 0.48973 -2.08437 -4.35219
H -1.28201 -3.13330 -3.13022
H -2.73917 -1.40370 -1.82412
H 1.49551 -2.01051 -2.86577
H -0.38606 -2.96015 -1.57307
O 0.21160 0.22388 -0.76312
Si 0.15780 0.16502 0.82229
C -1.30204 -0.71971 1.50533
C -1.67040 -1.96851 0.99564
C -2.75150 -2.66119 1.55708
C -3.49009 -2.03056 2.58631
C -3.16701 -0.72745 3.04405
C -2.05708 -0.07602 2.49365
C 1.71021 -0.74612 1.26723
C 1.65840 -1.93263 2.00456
C 2.82471 -2.67421 2.22002
C 4.04875 -2.22204 1.69991
C 4.09397 -1.05823 0.90738
C 2.91195 -0.34913 0.66256
C 0.22329 1.89823 1.46910
C -0.84251 2.77141 1.19197
C -0.84952 4.06193 1.73954
C 0.22536 4.48807 2.53530
C 1.31343 3.63318 2.76870
C 1.30438 2.33182 2.24851
H -1.10171 -2.43040 0.19518
H -2.98150 -3.68446 1.23256
H -4.32920 -2.57121 3.05641
H -3.74163 -0.24294 3.86290
H -1.76492 0.91975 2.86321
H 0.70844 -2.29186 2.41209
H 2.78278 -3.61355 2.80324
H 4.97350 -2.79472 1.88786
H 5.04910 -0.70899 0.48702
H 2.93411 0.51747 0.00016
H -1.70070 2.42422 0.61604
H -1.70441 4.73183 1.56437
H 0.23317 5.51333 2.94193
H 2.16566 3.97797 3.37779
H 2.11875 1.64730 2.51077
```

Properties
⟨S²⟩: 6.026
2S+1: 5
net charge: -2
LUMO (alpha / beta): 4.77 / 4.76 eV
HOMO-LUMO gap (alpha / beta): 0.111 / 0.113 hartree

These are the Löwdin partial charges, in e, on atoms 1 to 8: atom 1 (C): -0.2405, atom 2 (C): -0.2362, atom 3 (C): -0.2163, atom 4 (C): -0.2205, atom 5 (C): -0.2290, atom 6 (Fe): 0.4722, atom 7 (N): -0.2226, atom 8 (C): -0.4185

Computed, not measured: C25H25N3O5S3Ta as an isolated structure, with ωB97M-V/def2-TZVPD.

The geometry in XYZ format:
```
62
Properties=species:S:1:pos:R:3
Ta 0.41921 -0.72437 0.35880
O -0.88943 0.21306 2.42227
C -2.24305 0.66243 2.35277
C -3.02054 -0.25110 1.42642
N -2.33317 -0.36196 0.13080
C -2.78851 -1.50613 -0.64943
C -1.61852 -2.22564 -1.30529
O -1.63093 -2.83675 -2.32223
O -0.50211 -2.10132 -0.52920
C -2.37213 0.89244 -0.61795
C -1.21115 1.79204 -0.23037
O -1.23452 2.97489 -0.07906
O -0.07522 1.07002 -0.07945
H -0.82622 -0.53197 3.03445
H -2.69504 0.67347 3.34699
H -2.21881 1.69538 2.00555
H -3.06518 -1.25190 1.86208
H -4.04869 0.11215 1.30598
H -3.26145 -2.23664 0.01109
H -3.51714 -1.23825 -1.41972
H -2.24834 0.68083 -1.68086
H -3.31229 1.43742 -0.48221
S 2.65317 -0.94416 -0.57464
C 1.98949 -0.68037 -2.17051
N 0.71715 -0.46793 -2.29621
C 0.38252 -0.31070 -3.63950
C -0.89522 -0.10476 -4.15556
C -1.04615 0.03818 -5.51691
C 0.05794 -0.02452 -6.37444
C 1.32701 -0.23862 -5.88302
C 1.47870 -0.38437 -4.50684
S 2.93565 -0.68637 -3.61169
H -1.75529 -0.08469 -3.50408
H -2.03159 0.19225 -5.93241
H -0.08934 0.08846 -7.43872
H 2.17652 -0.29607 -6.54738
C 4.17063 2.65966 4.73705
C 3.34212 1.90363 3.74893
C 2.30758 2.50133 3.04110
C 1.55815 1.76454 2.14752
N 1.77146 0.46067 1.91267
C 2.78788 -0.11573 2.57951
C 3.57644 0.55578 3.48733
H 3.92088 3.71788 4.74144
H 5.23045 2.55259 4.50724
H 4.01231 2.26381 5.74048
H 2.07691 3.54848 3.17537
H 0.76418 2.23634 1.59161
H 2.98079 -1.15673 2.36281
H 4.37599 0.02172 3.98063
S 0.56945 -2.26847 2.22522
C 0.13464 -3.92427 1.72764
C 0.71085 -4.55356 0.62964
C 0.35353 -5.85595 0.32108
C -0.56532 -6.53594 1.10624
C -1.12427 -5.91263 2.21146
C -0.77443 -4.60898 2.52670
H 1.43851 -4.03538 0.02158
H 0.80002 -6.34026 -0.53578
H -0.83848 -7.55250 0.86229
H -1.83150 -6.44183 2.83474
H -1.20352 -4.12772 3.39479
```

Properties
net charge: +1
LUMO: -3.59 eV
HOMO-LUMO gap: 0.276 hartree
ΔE to the lowest compared entry with this formula, charge and spin: 19.8 kcal/mol

These are the Löwdin partial charges, in e, on atoms 1 to 8: atom 1 (Ta): 1.5595, atom 2 (O): -0.1928, atom 3 (C): -0.1695, atom 4 (C): -0.1342, atom 5 (N): -0.1859, atom 6 (C): -0.0622, atom 7 (C): -0.4990, atom 8 (O): 0.1751

Computed, not measured: C25H25N4O2STi as an isolated structure, with ωB97M-V/def2-TZVPD.

The geometry in XYZ format:
```
58
Properties=species:S:1:pos:R:3
Ti -0.42655 -0.37786 0.06302
C -3.32384 -0.82655 -1.62143
C -2.80551 0.55983 -1.84296
C -3.36114 1.41795 -2.77206
C -2.87298 2.71741 -2.89497
C -1.85279 3.13221 -2.06867
C -1.33086 2.23134 -1.14102
N -1.78070 0.95497 -1.05393
C -0.33601 2.57942 -0.13553
C 0.16349 3.84177 0.13098
C 0.91608 4.03589 1.28615
C 1.06217 2.99195 2.19670
C 0.55133 1.74579 1.87969
N -0.02968 1.53060 0.67474
C 0.43167 0.59429 2.76621
C 0.94256 0.56115 4.05881
C 0.68008 -0.53263 4.85248
C -0.10692 -1.55573 4.34178
C -0.57846 -1.48455 3.04407
C -1.43622 -2.57575 2.48293
N -0.29227 -0.43048 2.25032
H -3.73727 -0.91136 -0.61319
H -4.11303 -1.06998 -2.32925
H -2.53002 -1.56970 -1.71052
H -4.18406 1.07519 -3.38354
H -3.30237 3.39662 -3.61876
H -1.46824 4.14003 -2.12671
H -0.06018 4.67432 -0.52082
H 1.31493 5.01392 1.51452
H 1.53726 3.16615 3.15160
H 1.52519 1.38975 4.43418
H 1.05937 -0.58325 5.86388
H -0.36603 -2.41130 4.94936
H -1.93764 -3.11088 3.28716
H -2.19385 -2.17862 1.80754
H -0.84515 -3.29726 1.91841
O 0.31643 -4.27818 -0.88463
C 0.36252 -3.12614 -0.52541
O -0.63845 -2.29438 -0.49083
C 1.67527 -2.51473 -0.06897
C 2.84730 -3.24707 -0.07481
C 4.01795 -2.62547 0.32763
C 3.97286 -1.29623 0.71849
C 2.75770 -0.63532 0.69897
N 1.62938 -1.23184 0.31540
H 2.81089 -4.27774 -0.39796
H 4.95404 -3.16742 0.33233
H 4.86378 -0.77241 1.03431
H 2.68209 0.40426 0.99591
C 0.88425 1.26616 -3.32124
S 0.82906 -0.30206 -2.43742
C -0.24308 -1.22804 -3.55162
H 1.43775 1.13723 -4.24930
H 1.40293 1.99221 -2.69681
H -0.12060 1.62421 -3.53434
H -1.19456 -0.71306 -3.67952
H -0.41121 -2.21089 -3.11662
H 0.25136 -1.33775 -4.51473
```

Properties
net charge: +1
LUMO (alpha / beta): -3.25 / -3.26 eV
HOMO-LUMO gap (alpha / beta): 0.211 / 0.210 hartree
ΔE to the lowest compared entry with this formula, charge and spin: 0.0 kcal/mol

These are the Löwdin partial charges, in e, on atoms 1 to 8: atom 1 (Ti): 1.0026, atom 2 (C): -0.0136, atom 3 (C): -0.3171, atom 4 (C): -0.0084, atom 5 (C): -0.0361, atom 6 (C): -0.0125, atom 7 (C): -0.2304, atom 8 (N): 0.0316

Computed, not measured: C25H25NOSiTl as an isolated structure at a distorted geometry, with ωB97M-V/def2-TZVPD.

The geometry in XYZ format:
```
54
Properties=species:S:1:pos:R:3
C 4.79744 -0.57443 -0.11742
C 4.36774 -1.37488 -1.23916
C 3.15181 -2.04138 -0.87841
C 2.82699 -1.68354 0.46638
C 3.82741 -0.75737 0.95676
Tl 2.79435 1.08768 -0.20970
N 2.07829 2.91215 1.05358
C 2.90525 2.48456 -1.56917
C 2.88867 1.38101 -2.48583
H 2.61251 -2.76265 -1.49135
H 4.92007 -1.54302 -2.16180
H 2.02857 -2.10592 1.05014
H 3.98776 -0.49699 1.99035
H 5.76187 -0.09616 -0.00774
H 3.85651 0.99872 -2.91513
H 1.99388 3.12235 -1.79753
H 3.28122 2.97548 1.09052
H 1.94608 1.17699 -3.06328
H 3.93806 2.85748 -1.21548
O 0.83285 -0.02423 0.08781
Si -0.74487 -0.10363 0.27868
C -1.23124 -0.35748 2.08239
C -1.25853 0.75217 2.93998
C -1.48319 0.58346 4.31431
C -1.70459 -0.69257 4.84310
C -1.71155 -1.79646 3.98173
C -1.46192 -1.63481 2.60989
C -1.62670 1.44870 -0.36183
C -1.02314 2.68980 -0.15171
C -1.60981 3.86506 -0.62724
C -2.82272 3.81403 -1.32202
C -3.43478 2.56978 -1.53497
C -2.84477 1.39056 -1.05633
C -1.46187 -1.54172 -0.71167
C -2.65114 -2.20718 -0.39496
C -3.11514 -3.25046 -1.21159
C -2.39786 -3.63080 -2.34939
C -1.20299 -2.97137 -2.65722
C -0.72995 -1.93817 -1.83844
H -1.07968 1.75379 2.54202
H -1.45833 1.44966 4.97581
H -1.85985 -0.82421 5.91767
H -1.88559 -2.79564 4.37990
H -1.43208 -2.51368 1.95675
H -0.05856 2.76942 0.37157
H -1.09800 4.81342 -0.45411
H -3.28082 4.73634 -1.69399
H -4.37437 2.51572 -2.08660
H -3.32760 0.42414 -1.23249
H -3.21962 -1.93193 0.49601
H -4.03561 -3.76932 -0.94832
H -2.76195 -4.43910 -2.99010
H -0.62626 -3.26696 -3.53358
H 0.21772 -1.44640 -2.07682
```

Properties
net charge: -1
LUMO (alpha / beta): 2.53 / 2.55 eV
HOMO-LUMO gap (alpha / beta): 0.254 / 0.212 hartree
ΔE to the lowest compared entry with this formula, charge and spin: 111.9 kcal/mol

These are the Löwdin partial charges, in e, on atoms 1 to 8: atom 1 (C): -0.2237, atom 2 (C): -0.1863, atom 3 (C): -0.1457, atom 4 (C): -0.1730, atom 5 (C): -0.2422, atom 6 (Tl): 0.9373, atom 7 (N): -0.2369, atom 8 (C): -0.4194

- Which formula does entry 4 have?
  C25H25NOSiTl

Repeat the fourth record exactly.
Computed, not measured: C25H25NOSiTl as an isolated structure at a distorted geometry, with ωB97M-V/def2-TZVPD.

The geometry in XYZ format:
```
54
Properties=species:S:1:pos:R:3
C 4.79744 -0.57443 -0.11742
C 4.36774 -1.37488 -1.23916
C 3.15181 -2.04138 -0.87841
C 2.82699 -1.68354 0.46638
C 3.82741 -0.75737 0.95676
Tl 2.79435 1.08768 -0.20970
N 2.07829 2.91215 1.05358
C 2.90525 2.48456 -1.56917
C 2.88867 1.38101 -2.48583
H 2.61251 -2.76265 -1.49135
H 4.92007 -1.54302 -2.16180
H 2.02857 -2.10592 1.05014
H 3.98776 -0.49699 1.99035
H 5.76187 -0.09616 -0.00774
H 3.85651 0.99872 -2.91513
H 1.99388 3.12235 -1.79753
H 3.28122 2.97548 1.09052
H 1.94608 1.17699 -3.06328
H 3.93806 2.85748 -1.21548
O 0.83285 -0.02423 0.08781
Si -0.74487 -0.10363 0.27868
C -1.23124 -0.35748 2.08239
C -1.25853 0.75217 2.93998
C -1.48319 0.58346 4.31431
C -1.70459 -0.69257 4.84310
C -1.71155 -1.79646 3.98173
C -1.46192 -1.63481 2.60989
C -1.62670 1.44870 -0.36183
C -1.02314 2.68980 -0.15171
C -1.60981 3.86506 -0.62724
C -2.82272 3.81403 -1.32202
C -3.43478 2.56978 -1.53497
C -2.84477 1.39056 -1.05633
C -1.46187 -1.54172 -0.71167
C -2.65114 -2.20718 -0.39496
C -3.11514 -3.25046 -1.21159
C -2.39786 -3.63080 -2.34939
C -1.20299 -2.97137 -2.65722
C -0.72995 -1.93817 -1.83844
H -1.07968 1.75379 2.54202
H -1.45833 1.44966 4.97581
H -1.85985 -0.82421 5.91767
H -1.88559 -2.79564 4.37990
H -1.43208 -2.51368 1.95675
H -0.05856 2.76942 0.37157
H -1.09800 4.81342 -0.45411
H -3.28082 4.73634 -1.69399
H -4.37437 2.51572 -2.08660
H -3.32760 0.42414 -1.23249
H -3.21962 -1.93193 0.49601
H -4.03561 -3.76932 -0.94832
H -2.76195 -4.43910 -2.99010
H -0.62626 -3.26696 -3.53358
H 0.21772 -1.44640 -2.07682
```

Properties
net charge: -1
LUMO (alpha / beta): 2.53 / 2.55 eV
HOMO-LUMO gap (alpha / beta): 0.254 / 0.212 hartree
ΔE to the lowest compared entry with this formula, charge and spin: 111.9 kcal/mol

These are the Löwdin partial charges, in e, on atoms 1 to 8: atom 1 (C): -0.2237, atom 2 (C): -0.1863, atom 3 (C): -0.1457, atom 4 (C): -0.1730, atom 5 (C): -0.2422, atom 6 (Tl): 0.9373, atom 7 (N): -0.2369, atom 8 (C): -0.4194